51
Properties=species:S:1:pos:R:3:forces:R:3 method="wB97M-V/def2-TZVPD" charge=0 homo_ev=-8.47 total_energy_ev=-182044.1244
Zn -0.452365 -0.140880 3.250284 1.10 0.99 -1.05
Zn 2.629393 0.074653 -0.864216 -0.28 0.81 -0.21
Pb -0.701478 3.206170 -0.866332 0.09 0.05 0.14
S 2.225195 2.716264 -2.853584 0.70 1.16 -2.36
O 1.100614 3.554275 -2.321378 -0.97 0.13 0.80
O 1.842688 2.154524 -4.148945 -0.40 -0.37 0.45
O 3.428419 3.508892 -2.930818 0.08 -0.19 0.48
O 2.376499 1.609115 -1.869655 0.37 -0.67 0.77
S -0.583305 -0.384415 -0.027896 0.30 0.92 -0.86
O -1.356601 -1.404955 -0.722854 -0.04 -0.42 0.74
O -1.213861 0.916786 -0.172194 -0.21 0.38 0.13
O -0.527557 -0.695522 1.433264 0.08 -1.31 -0.10
O 0.784786 -0.358232 -0.560829 -0.62 -0.77 0.58
S -0.218072 3.021117 2.334917 -0.18 2.81 1.17
O 0.684567 2.883018 1.134797 0.63 -0.97 -0.62
O 0.330785 4.002842 3.248626 0.04 -0.69 -0.34
O -1.533661 3.363448 1.834413 -0.26 -0.53 -0.31
O -0.232224 1.705604 3.073889 -0.25 -1.26 0.76
O -3.688876 -1.094439 1.290550 0.14 -0.17 -0.11
H -2.877965 -1.112046 0.758682 -0.30 -0.12 0.09
H -3.420008 -0.795650 2.161657 -0.07 0.16 -0.03
O -0.954214 1.525277 -2.824953 -0.23 0.30 -0.54
H -1.787618 1.143155 -3.139974 0.02 -0.09 0.23
H -0.556804 1.967148 -3.596735 0.34 -0.23 0.14
O 3.228766 -1.572213 0.262880 -0.10 -0.76 0.23
H 2.719440 -2.325749 -0.070432 -0.04 0.08 0.05
H 3.775301 -1.921090 0.975819 0.27 0.25 -0.14
O -0.690230 -4.053508 0.718592 0.31 0.12 0.06
H -0.804654 -3.092813 0.742392 -0.19 -0.03 -0.14
H -0.540875 -4.312127 1.631376 -0.13 -0.06 0.01
O -3.646133 2.297392 0.083103 0.00 0.22 -0.40
H -4.269163 2.269167 -0.651977 -0.03 -0.12 0.09
H -3.139530 1.479317 -0.000645 -0.08 -0.07 0.10
O -3.489966 -0.537156 -2.222281 0.29 0.16 0.12
H -2.735282 -0.855712 -1.687462 -0.40 0.07 -0.30
H -4.189676 -1.180359 -2.077883 0.00 0.02 -0.02
O 2.769976 1.308123 0.844231 0.83 -0.28 0.57
H 3.437828 1.980405 0.648042 -0.17 0.08 -0.03
H 1.972152 1.835368 1.135695 -0.32 0.22 -0.48
O -1.120272 -3.651696 -2.404664 0.18 0.05 0.01
H -1.196203 -2.833032 -1.887533 0.02 -0.24 -0.14
H -0.981574 -4.335862 -1.741379 -0.08 0.05 0.05
O 1.773679 -0.252275 3.152100 0.22 -0.91 0.14
H 2.009275 -0.654534 2.303747 -0.10 0.36 -0.15
H 2.512444 0.328538 3.371584 -0.28 0.30 -0.01
O 2.709575 -1.162629 -2.584953 0.18 -0.21 -0.28
H 2.363164 -0.700850 -3.367552 0.04 0.30 0.21
H 2.466871 -2.088690 -2.701096 -0.09 0.06 0.02
O -0.239085 -2.199726 3.710124 -0.50 0.15 0.69
H 0.646340 -2.584839 3.678061 0.10 0.31 -0.06
H -0.640505 -2.549598 4.519392 -0.02 -0.05 -0.13